Below is a molecular structure, C32H45BaBrN2P2 at a distorted geometry, with properties calculated with ωB97M-V/def2-TZVPD.

Summary:
E_tot	-126191.461	eV
LUMO (alpha / beta)	-6.77 / -6.77	eV
ΔE to the lowest compared entry with this formula, charge and spin	112.4	kcal per mole
HOMO-LUMO gap (alpha / beta)	0.1598 / 0.1601	Eh

```
! wB97M-V def2-TZVPD RIJCOSX def2/J DEFGRID3
* xyz 2 1
N -5.329 5.256 -2.819
C -4.766 5.668 -1.681
C -3.471 5.290 -1.312
C -2.749 4.399 -2.145
C -3.370 3.983 -3.350
C -4.662 4.444 -3.638
C -1.417 3.964 -1.781
Ba 0.925 3.481 -0.453
P 4.475 0.711 -0.103
C -0.768 2.857 -2.395
C -0.870 1.460 -2.001
C -0.372 0.397 -2.816
C -0.416 -0.911 -2.433
C -0.729 -1.313 -1.040
C -1.499 -0.240 -0.352
C -1.481 1.064 -0.770
Br 1.084 -1.507 -0.075
H -0.909 4.759 -1.178
H -0.277 3.012 -3.378
H -3.049 5.654 -0.377
H -2.868 3.332 -4.063
H -5.351 6.327 -1.034
H -5.162 4.141 -4.564
H 0.030 0.666 -3.799
H -1.971 1.843 -0.163
H -0.075 -1.699 -3.103
H -1.980 -0.500 0.593
P -1.403 -3.056 -0.754
C 3.245 2.031 -0.156
C 3.936 3.404 -0.216
H 2.601 1.917 0.746
H 2.672 1.815 -1.095
H 3.319 4.262 0.120
H 4.800 3.403 0.459
H 4.308 3.627 -1.225
C 3.976 -0.240 -1.620
C 4.802 -1.493 -1.908
H 4.091 0.476 -2.450
H 2.907 -0.502 -1.512
H 4.539 -1.868 -2.907
H 5.878 -1.276 -1.905
H 4.610 -2.299 -1.189
C 3.922 -0.349 1.317
C 5.068 -0.793 2.232
H 3.404 -1.223 0.901
H 3.181 0.223 1.896
H 4.708 -1.552 2.939
H 5.902 -1.226 1.664
H 5.454 0.052 2.819
C -1.457 -3.172 1.064
C -0.998 -4.502 1.646
H -2.478 -2.928 1.387
H -0.809 -2.363 1.430
H -1.661 -5.324 1.349
H 0.024 -4.742 1.330
H -1.008 -4.444 2.742
C -0.267 -4.289 -1.435
C -0.495 -4.649 -2.905
H -0.374 -5.185 -0.805
H 0.746 -3.901 -1.269
H -1.361 -5.317 -3.008
H -0.659 -3.764 -3.535
H 0.384 -5.183 -3.284
C -3.011 -3.445 -1.495
C -4.226 -3.045 -0.665
H -2.997 -4.535 -1.673
H -3.021 -2.958 -2.483
H -4.381 -1.960 -0.693
H -5.121 -3.526 -1.080
H -4.130 -3.373 0.377
N 0.231 2.385 1.719
C 0.146 1.853 2.769
C 0.005 1.262 4.039
C -1.243 1.318 4.688
C -1.398 0.746 5.951
C -0.318 0.094 6.561
C 0.931 0.048 5.927
C 1.099 0.632 4.669
H -2.082 1.812 4.193
H -2.365 0.807 6.453
H -0.449 -0.380 7.535
H 1.778 -0.445 6.409
H 2.071 0.605 4.168
*
```

Löwdin atomic charge list, values in e, 4 entries:
1 N 0.05
2 C -0.14
3 C -0.03
4 C -0.26

Below is a gas-phase ion, C32H45BrFI2NO8P (charge +1) at a distorted geometry, with properties calculated with ωB97M-V/def2-TZVPD.

Summary:
E_tot	-150027.929	eV
LUMO	-3.86	eV
HOMO-LUMO gap	0.2414	Eh

```
! wB97M-V def2-TZVPD RIJCOSX def2/J DEFGRID3
* xyz 1 1
C 7.488 -1.935 1.505
C 6.205 -1.437 0.741
C 5.634 -2.549 -0.216
C 4.129 -2.740 0.124
C 3.518 -3.899 -0.703
C 1.975 -4.010 -0.561
C 1.497 -4.077 0.924
C 0.242 -3.198 1.197
C 0.566 -1.669 1.016
C -0.298 -0.862 2.039
C -0.852 0.434 1.445
C -2.160 0.401 1.003
C -3.056 -0.829 1.035
F -2.413 -1.966 0.533
C -3.583 -1.070 2.494
C -3.723 -2.567 2.854
C -2.739 1.565 0.481
C -4.205 1.620 0.016
O -5.048 1.830 0.864
O -4.540 1.434 -1.260
Br -3.063 0.671 -2.252
C -1.949 2.741 0.396
C -2.690 3.904 -0.211
C -3.448 4.778 0.576
C -4.180 5.827 0.052
C -4.219 6.049 -1.320
C -3.465 5.193 -2.126
C -2.739 4.143 -1.591
C -0.628 2.748 0.850
C 0.169 4.044 0.775
I 0.628 4.580 -1.287
C -0.480 5.243 1.632
C 0.481 5.615 2.819
I -0.628 7.055 0.450
N -0.096 1.568 1.350
P 1.584 1.655 1.834
O 2.338 2.109 0.674
O 2.257 0.313 2.359
O 1.637 2.703 3.051
H 7.680 -3.002 1.332
H 7.297 -1.792 2.582
H 8.367 -1.350 1.200
H 5.416 -1.161 1.459
H 6.499 -0.551 0.159
H 5.679 -2.200 -1.261
H 6.172 -3.494 -0.067
H 3.543 -1.817 -0.057
H 4.083 -2.928 1.212
H 3.946 -4.876 -0.421
H 3.755 -3.673 -1.758
H 1.439 -3.195 -1.080
H 1.654 -4.946 -1.053
H 2.283 -3.881 1.666
H 1.168 -5.118 1.100
H -0.067 -3.410 2.235
H -0.540 -3.548 0.509
H 0.227 -1.417 0.001
H 1.645 -1.588 1.168
H 0.246 -0.607 2.969
H -1.093 -1.531 2.379
H -3.959 -0.718 0.416
H -4.482 -0.473 2.702
H -2.794 -0.660 3.153
H -4.347 -3.112 2.135
H -4.154 -2.627 3.867
H -2.726 -3.026 2.938
H -3.467 4.624 1.662
H -4.761 6.459 0.728
H -4.811 6.864 -1.740
H -3.494 5.399 -3.200
H -2.196 3.489 -2.276
H 1.175 3.988 1.196
H -1.425 4.955 2.096
H 0.145 5.060 3.707
H 1.540 5.471 2.567
H 0.362 6.683 3.054
H 3.193 0.314 2.092
H 1.810 2.246 3.891
C -0.024 -3.819 -5.512
C -1.153 -3.063 -4.859
C -2.074 -2.370 -5.821
O -2.592 -1.307 -4.998
C -1.647 -1.028 -4.105
O -1.665 -0.043 -3.388
O -0.678 -1.938 -4.081
H 0.576 -4.331 -4.759
H -0.410 -4.563 -6.209
H 0.646 -3.144 -6.045
H -1.705 -3.723 -4.185
H -2.872 -3.013 -6.184
H -1.557 -1.923 -6.673
*
```

Löwdin atomic charge list, values in e, 4 entries:
1 C -0.10
2 C -0.24
3 C -0.20
4 C -0.24

Below is 3 unconnected molecules or ions with the total composition C32H45F8NO6S, with properties calculated with ωB97M-V/def2-TZVPD.

Summary:
E_tot	-80263.623	eV
LUMO	0.59	eV
ΔE to the lowest compared entry with this formula, charge and spin	0.0	kcal per mole
HOMO-LUMO gap	0.3085	Eh
structure (SMILES)	CCCCOc1cccc2c1Nc1cc(CCCC(F)(F)C(F)(F)F)c(CCC(F)(F)F)c(O)c1S2.COCCOC.COCCOC

```
! wB97M-V def2-TZVPD RIJCOSX def2/J DEFGRID3
* xyz 0 1
C -5.928 6.830 5.273
C -5.796 5.310 5.486
C -6.004 4.549 4.176
C -5.998 3.046 4.393
O -5.664 2.282 3.226
C -6.281 2.663 2.060
C -7.658 2.681 1.920
C -8.222 3.070 0.714
C -7.414 3.417 -0.355
C -6.036 3.403 -0.203
C -5.455 3.025 1.001
N -4.060 3.013 1.139
C -3.352 2.375 0.100
C -2.359 1.447 0.364
C -1.666 0.834 -0.675
C -0.622 -0.193 -0.311
C -1.232 -1.598 -0.262
C -0.191 -2.717 -0.142
C 0.424 -2.990 1.220
F 0.652 -4.337 1.333
F 1.633 -2.372 1.346
C -0.403 -2.635 2.476
F -1.621 -3.198 2.406
F -0.536 -1.306 2.626
F 0.215 -3.108 3.569
C -1.966 1.145 -2.001
C -1.273 0.516 -3.185
C -2.033 -0.691 -3.782
C -2.711 -0.461 -5.115
F -2.043 0.394 -5.915
F -2.797 -1.637 -5.797
F -3.974 -0.009 -4.992
C -2.968 2.084 -2.254
O -3.268 2.380 -3.556
C -3.669 2.687 -1.215
S -4.949 3.869 -1.518
H -6.085 7.063 4.221
H -6.792 7.218 5.811
H -5.058 7.374 5.632
H -4.797 5.070 5.852
H -6.543 4.984 6.209
H -5.249 4.841 3.445
H -6.974 4.843 3.768
H -5.252 2.767 5.135
H -6.971 2.714 4.767
H -8.264 2.383 2.764
H -9.297 3.090 0.616
H -7.854 3.705 -1.299
H -3.789 2.674 2.052
H -2.106 1.185 1.384
H 0.201 -0.180 -1.024
H -0.218 0.081 0.663
H -2.016 -1.647 0.491
H -1.732 -1.753 -1.220
H 0.640 -2.434 -0.791
H -0.596 -3.646 -0.534
H -1.112 1.272 -3.948
H -0.291 0.158 -2.882
H -1.377 -1.551 -3.901
H -2.824 -0.992 -3.096
H -3.284 3.333 -3.687
C 5.850 -2.124 -2.270
O 5.638 -0.831 -2.820
C 4.621 -0.787 -3.801
C 3.272 -0.380 -3.241
O 2.773 -1.289 -2.275
C 3.077 -0.932 -0.934
H 6.348 -2.005 -1.312
H 4.912 -2.659 -2.113
H 6.494 -2.718 -2.927
H 4.543 -1.751 -4.315
H 4.919 -0.037 -4.540
H 2.553 -0.362 -4.066
H 3.325 0.629 -2.819
H 2.352 -0.196 -0.569
H 4.081 -0.515 -0.835
H 3.012 -1.830 -0.334
C 7.234 -4.636 0.773
O 7.781 -3.761 -0.199
C 8.760 -2.876 0.316
C 10.178 -3.381 0.140
O 10.431 -4.592 0.828
C 10.273 -5.750 0.028
H 6.799 -5.484 0.246
H 7.994 -5.001 1.466
H 6.445 -4.132 1.342
H 8.560 -2.662 1.371
H 8.666 -1.938 -0.240
H 10.857 -2.631 0.555
H 10.411 -3.493 -0.924
H 11.175 -5.931 -0.566
H 9.415 -5.668 -0.643
H 10.117 -6.595 0.698
*
```

Löwdin atomic charge list, values in e, 4 entries:
1 C -0.10
2 C -0.25
3 C -0.20
4 C -0.18